Entry 1:
C38H46EuN7O2S4SbSi | ωB97M-V/def2-TZVPD

Structure (XYZ):
```
100
Properties=species:S:1:pos:R:3
Eu -0.40 -0.10 0.15
C -1.82 -6.14 3.29
Si -2.38 -4.32 3.50
C -2.92 -4.06 5.31
C -3.94 -4.04 2.45
C -0.85 -3.22 3.25
C 0.06 -3.02 4.27
C 1.17 -2.21 4.09
C 1.34 -1.61 2.86
N 0.49 -1.77 1.85
C -0.59 -2.55 2.05
S -1.65 -2.69 0.70
H -2.64 -6.81 3.53
H -0.99 -6.38 3.94
H -1.52 -6.35 2.27
H -3.82 -4.64 5.53
H -3.14 -3.02 5.50
H -2.16 -4.37 6.02
H -4.80 -4.52 2.91
H -3.83 -4.43 1.45
H -4.16 -2.98 2.36
H -0.10 -3.51 5.23
H 1.88 -2.04 4.89
H 2.20 -0.97 2.66
N 2.08 -1.23 -0.67
N 3.01 -0.16 -0.68
C 2.53 1.16 -0.49
O 3.22 2.07 -0.91
O 1.44 1.25 0.15
H 2.47 -2.00 -0.12
H 1.89 -1.56 -1.61
H 3.78 -0.22 -1.34
N 0.05 3.39 -1.11
C -0.33 2.58 -2.12
N -0.49 1.30 -2.03
C -0.89 0.73 -3.22
C -1.10 1.64 -4.24
S -0.74 3.25 -3.70
C -0.94 -0.69 -3.32
C -1.23 -1.41 -4.46
S -0.98 -3.11 -4.19
C -0.49 -2.72 -2.54
N -0.56 -1.45 -2.24
N 0.01 -3.67 -1.70
H 0.62 2.91 -0.41
H 0.35 4.31 -1.37
H -1.37 1.46 -5.25
H -1.55 -1.06 -5.41
H -0.26 -4.61 -1.94
H -0.21 -3.45 -0.71
S -1.76 0.45 2.54
Sb 0.84 2.23 2.98
C 2.12 1.61 4.63
C 3.40 1.18 4.31
C 4.25 0.68 5.29
C 3.81 0.59 6.60
C 2.55 1.03 6.93
C 1.71 1.54 5.95
C 1.87 4.16 2.78
C 3.05 4.48 3.42
C 3.68 5.70 3.20
C 3.12 6.62 2.33
C 1.94 6.31 1.68
C 1.33 5.09 1.89
C -0.64 3.12 4.32
C -1.43 2.27 5.09
C -2.44 2.76 5.89
C -2.68 4.12 5.94
C -1.90 4.98 5.18
C -0.89 4.48 4.37
H 3.74 1.25 3.28
H 5.25 0.36 5.02
H 4.47 0.19 7.36
H 2.21 0.98 7.96
H 0.73 1.91 6.22
H 3.48 3.78 4.12
H 4.60 5.93 3.72
H 3.60 7.58 2.17
H 1.49 7.03 1.00
H 0.41 4.84 1.37
H -1.27 1.20 5.02
H -3.04 2.07 6.47
H -3.48 4.51 6.56
H -2.07 6.05 5.22
H -0.30 5.16 3.77
C -3.53 2.41 -0.59
C -3.36 2.09 0.90
C -4.40 1.06 1.34
C -3.53 3.37 1.73
C -1.94 1.54 1.10
H -4.52 2.84 -0.79
H -3.41 1.50 -1.19
H -2.78 3.14 -0.91
H -5.40 1.35 1.01
H -4.39 0.98 2.42
H -4.16 0.09 0.92
H -4.52 3.80 1.62
H -2.80 4.12 1.43
H -3.36 3.14 2.78
H -1.27 2.42 1.27
```

Computed properties:
Highest occupied orbital energy (alpha / beta) in eV: -3.30 / -3.31
E_LUMO (alpha / beta) in eV: 1.90 / 1.90
Net charge: -1
Spin multiplicity: 7
Energy relative to the best compared isomer or geometry (same formula, charge and spin) in kJ/mol: 0.0

---

Entry 2:
C10H29ClNO7 | ωB97M-V/def2-TZVPD

Structure (XYZ):
```
48
Properties=species:S:1:pos:R:3
Cl 0.79 0.54 0.05
C -2.00 2.26 0.70
C -1.99 1.24 -0.45
C -3.27 0.34 -0.51
O -2.99 -0.66 -1.46
C -3.91 -1.75 -1.48
N -1.77 1.88 -1.73
H -0.98 2.62 0.57
H -2.00 1.68 1.63
H -2.73 3.04 0.49
H -1.10 0.63 -0.31
H -4.19 0.86 -0.79
H -3.52 -0.06 0.47
H -4.69 -1.57 -2.22
H -4.30 -1.98 -0.50
H -3.34 -2.61 -1.83
H -2.56 2.46 -1.96
H -2.01 1.16 -2.40
C 3.41 -1.38 0.04
C 2.31 -2.32 -0.54
O 1.08 -2.10 0.13
O 3.29 -0.17 -0.68
H 4.38 -1.83 -0.19
H 3.44 -1.04 1.08
H 2.55 -3.38 -0.43
H 2.14 -2.23 -1.61
H 1.00 -1.14 0.12
H 2.81 0.42 -0.10
C -1.60 -2.85 0.24
C -2.00 -1.79 1.31
O -0.84 -1.09 1.86
O -0.83 -2.32 -0.79
H -2.49 -3.26 -0.25
H -1.06 -3.67 0.71
H -2.54 -2.35 2.06
H -2.63 -1.01 0.87
H -0.49 -0.47 1.22
H 0.08 -2.45 -0.51
C 4.06 3.19 0.45
C 3.03 2.49 1.34
O 1.64 2.75 1.05
O 4.28 2.44 -0.74
H 5.01 3.22 0.99
H 3.80 4.23 0.25
H 3.24 2.92 2.32
H 3.34 1.45 1.34
H 1.23 1.93 0.78
H 4.91 1.73 -0.57
```

Computed properties:
Highest occupied orbital energy in eV: -5.45
E_LUMO in eV: 3.26
Net charge: -1
Spin multiplicity: 1
Energy relative to the best compared isomer or geometry (same formula, charge and spin) in kJ/mol: 406.2

---

Entry 3:
C31H47BrO2P2Pd | ωB97M-V/def2-TZVPD

Structure (XYZ):
```
84
Properties=species:S:1:pos:R:3
Pd -0.93 2.39 -2.04
C 0.77 0.67 1.09
C 1.87 1.20 0.31
C -0.03 2.34 -0.27
C -0.41 1.24 0.69
C 1.41 2.18 -0.55
C 0.94 -0.14 2.32
H 1.87 -0.71 2.29
H 0.12 -0.86 2.43
H 0.92 0.49 3.23
C -1.76 1.01 1.23
H -2.00 -0.06 1.26
H -2.49 1.50 0.56
H -1.94 1.41 2.25
C -0.56 3.73 0.00
H 0.28 4.38 0.27
H -1.34 3.64 0.77
H -1.01 4.10 -0.97
C 2.21 3.00 -1.47
H 2.67 3.87 -0.97
H 1.66 3.40 -2.34
H 3.01 2.35 -1.86
C 3.28 0.81 0.49
H 3.76 1.44 1.26
H 3.86 0.90 -0.43
H 3.30 -0.23 0.83
C -1.12 -2.25 -0.80
C 0.02 -2.22 -0.08
C 1.30 -2.93 -0.39
C 1.61 -3.04 -1.89
C 1.90 -1.71 -2.50
C 0.94 -0.88 -2.90
C -0.49 -1.23 -3.13
C -1.26 -2.30 -2.32
H 1.29 -3.95 0.03
H 0.73 -3.46 -2.39
H 2.10 -2.37 0.09
H -1.06 -3.32 -2.71
H -2.07 -2.08 -0.27
H -0.05 -1.82 0.93
H -2.34 -2.15 -2.53
H -1.08 -0.30 -3.09
H 1.20 0.13 -3.23
H -0.58 -1.57 -4.19
H 2.44 -3.75 -2.05
H 2.97 -1.45 -2.67
P -0.78 -0.82 -6.43
P -0.87 2.02 -7.02
C -0.90 -0.49 -8.28
C -1.42 0.94 -8.48
H -1.58 -1.23 -8.74
H 0.10 -0.63 -8.71
H -1.04 1.37 -9.41
H -2.52 0.97 -8.51
C -1.55 3.55 -7.77
H -1.15 4.42 -7.23
H -2.65 3.53 -7.67
H -1.29 3.63 -8.83
C 0.86 2.16 -7.63
H 0.91 2.21 -8.72
H 1.46 1.31 -7.28
H 1.29 3.09 -7.22
C -2.45 -1.59 -6.30
H -2.57 -1.99 -5.29
H -2.56 -2.39 -7.05
H -3.22 -0.82 -6.48
C 0.26 -2.33 -6.58
H 1.04 -2.16 -7.34
H -0.34 -3.20 -6.88
H 0.75 -2.54 -5.62
Br -1.79 -0.38 5.43
C -2.13 -2.21 5.82
C -2.16 -2.67 7.15
C -2.40 -4.02 7.41
C -2.64 -4.90 6.34
C -2.64 -4.42 5.02
C -2.38 -3.08 4.75
C -2.32 -2.54 3.32
O -3.41 -2.04 2.95
O -1.21 -2.68 2.75
H -2.00 -1.96 7.96
H -2.41 -4.38 8.44
H -2.83 -5.96 6.54
H -2.83 -5.10 4.19
```

Computed properties:
Highest occupied orbital energy (alpha / beta) in eV: -12.45 / -12.93
E_LUMO (alpha / beta) in eV: -5.65 / -8.73
Net charge: +2
Spin multiplicity: 5
Energy relative to the best compared isomer or geometry (same formula, charge and spin) in kJ/mol: 225.1

---

Entry 4:
C15H22F13N2S | ωB97M-V/def2-TZVPD

Structure (XYZ):
```
53
Properties=species:S:1:pos:R:3
C 2.43 -4.12 0.79
C 2.84 -3.00 0.16
C 2.11 -1.67 0.27
N 2.46 -0.88 1.55
C 2.65 0.59 1.35
C 1.59 1.22 0.46
C 0.27 1.48 1.24
C -0.43 2.75 0.74
C -1.93 2.77 0.97
F -2.35 4.04 0.74
F -2.20 2.51 2.28
C -2.75 1.84 0.00
F -3.62 2.58 -0.68
F -1.89 1.30 -0.90
C -3.51 0.68 0.71
F -4.44 1.24 1.48
F -2.60 0.02 1.46
C -4.08 -0.36 -0.31
F -3.05 -1.15 -0.66
F -4.50 0.23 -1.42
S -5.48 -1.48 0.35
F -6.04 -1.67 -1.12
F -4.61 -2.79 0.15
F -4.90 -1.33 1.82
F -6.38 -0.19 0.53
F -6.65 -2.36 0.92
C 1.34 0.43 -0.86
C 1.42 1.32 -2.09
C 2.23 -0.83 -1.00
C 3.67 -0.55 -1.45
N 3.85 -0.66 -2.90
H 2.37 -5.06 0.24
H 2.20 -4.17 1.85
H 3.71 -3.05 -0.49
H 1.06 -1.94 0.38
H 3.31 -1.29 1.94
H 1.72 -1.04 2.23
H 3.63 0.73 0.91
H 2.69 1.09 2.32
H 2.01 2.18 0.17
H 0.54 1.59 2.29
H -0.35 0.59 1.12
H -0.06 3.59 1.33
H -0.20 3.00 -0.29
H 0.31 0.04 -0.82
H 0.67 2.11 -2.06
H 1.19 0.73 -2.98
H 2.42 1.75 -2.23
H 1.77 -1.45 -1.77
H 4.38 -1.23 -0.96
H 3.96 0.45 -1.13
H 2.97 -0.77 -3.38
H 4.26 0.19 -3.28
```

Computed properties:
Highest occupied orbital energy in eV: -12.53
E_LUMO in eV: -3.51
Structure (SMILES): C=C[C@H]1[NH2+]C[C@H](CCC(F)(F)C(F)(F)C(F)(F)C(F)(F)S(F)(F)(F)(F)F)[C@@H](C)[C@H]1CN
Net charge: +1
Spin multiplicity: 1

---

Entry 5:
C4H7ClS | ωB97M-V/def2-TZVPD

Structure (XYZ):
```
13
Properties=species:S:1:pos:R:3
C 1.00 -0.58 1.10
C 0.42 -0.35 -0.31
S 1.71 0.00 -1.49
C -0.69 0.69 -0.37
C -1.93 0.25 -0.46
Cl -3.52 1.06 -0.50
H 0.20 -0.71 1.92
H 1.67 -1.41 1.10
H 1.62 0.26 1.46
H -0.18 -1.35 -0.61
H 1.97 1.24 -0.93
H -0.35 1.73 -0.43
H -1.94 -0.84 -0.47
```

Computed properties:
Highest occupied orbital energy in eV: -9.31
E_LUMO in eV: 0.85
Structure (SMILES): C[C@H](S)/C=C/Cl
Spin multiplicity: 1
Energy relative to the best compared isomer or geometry (same formula, charge and spin) in kJ/mol: 72.9

---

Entry 6:
C24H56N8O8 | ωB97M-V/def2-TZVPD

Structure (XYZ):
```
96
Properties=species:S:1:pos:R:3
C -22.12 11.91 -9.21
N -22.25 11.76 -7.78
C -23.40 12.29 -7.09
C -21.31 10.93 -7.26
O -21.45 10.44 -6.12
H -21.21 11.64 -9.74
H -22.22 12.93 -9.59
H -22.92 11.31 -9.65
H -23.43 13.37 -6.97
H -24.30 11.91 -7.59
H -23.32 11.97 -6.05
H -20.42 10.74 -7.89
C -23.16 5.59 -10.05
N -22.53 6.82 -9.41
C -22.57 6.99 -7.95
C -21.74 7.66 -10.13
O -21.08 8.63 -9.66
H -22.85 4.61 -9.70
H -23.54 5.63 -11.07
H -24.07 5.61 -9.45
H -23.52 6.54 -7.64
H -21.65 6.57 -7.54
H -22.61 8.01 -7.59
H -21.84 7.42 -11.19
C -18.53 6.16 -7.93
N -18.43 5.03 -8.85
C -17.18 4.29 -8.84
C -19.41 4.63 -9.66
O -19.20 3.80 -10.60
H -17.58 6.67 -8.10
H -18.57 5.78 -6.91
H -19.43 6.77 -8.02
H -16.37 5.00 -9.00
H -17.01 3.96 -7.82
H -17.10 3.37 -9.42
H -20.37 5.12 -9.48
C -14.72 8.27 -15.42
N -15.02 9.69 -15.55
C -15.16 10.44 -14.27
C -14.82 10.33 -16.72
O -14.60 11.55 -16.75
H -14.64 8.01 -14.36
H -13.79 8.04 -15.94
H -15.46 7.71 -15.98
H -14.32 10.37 -13.58
H -15.30 11.50 -14.50
H -16.03 10.11 -13.71
H -14.93 9.63 -17.56
C -18.30 9.36 -10.38
N -17.13 10.13 -10.87
C -17.52 11.31 -11.65
C -15.81 9.93 -10.53
O -14.94 10.79 -10.70
H -18.00 8.49 -9.80
H -19.08 9.06 -11.09
H -18.76 10.13 -9.75
H -16.72 11.94 -12.05
H -18.18 11.09 -12.49
H -18.05 11.99 -10.98
H -15.51 8.92 -10.20
C -14.34 13.49 -12.14
N -12.97 13.80 -12.49
C -12.04 13.95 -11.27
C -12.48 13.78 -13.72
O -11.32 14.12 -13.98
H -14.67 12.46 -12.27
H -14.95 13.82 -12.99
H -14.87 13.90 -11.29
H -11.50 13.09 -10.88
H -11.35 14.78 -11.44
H -12.55 14.22 -10.35
H -13.25 13.68 -14.51
C -13.97 12.04 -7.03
N -15.03 11.53 -6.13
C -16.41 11.93 -6.41
C -14.68 10.86 -5.08
O -15.53 10.38 -4.32
H -12.96 12.07 -6.63
H -14.12 13.06 -7.40
H -13.96 11.50 -7.97
H -16.76 12.27 -5.43
H -16.30 12.67 -7.20
H -16.97 11.10 -6.83
H -13.59 10.71 -4.99
C -20.72 15.11 -7.37
N -19.53 15.62 -8.10
C -18.79 16.81 -7.56
C -19.18 14.96 -9.21
O -19.68 13.91 -9.62
H -20.48 14.26 -6.74
H -21.54 14.78 -8.02
H -21.06 15.95 -6.75
H -17.88 16.92 -8.14
H -19.37 17.73 -7.69
H -18.65 16.73 -6.48
H -18.41 15.49 -9.79
```

Computed properties:
Highest occupied orbital energy in eV: -8.91
E_LUMO in eV: 0.25
Structure (SMILES): CN(C)C=O.CN(C)C=O.CN(C)C=O.CN(C)C=O.CN(C)C=O.CN(C)C=O.CN(C)C=O.CN(C)C=O
Spin multiplicity: 1
Energy relative to the best compared isomer or geometry (same formula, charge and spin) in kJ/mol: 825.0

---

Entry 7:
C4H5NO2S | ωB97M-V/def2-TZVPD

Structure (XYZ):
```
13
Properties=species:S:1:pos:R:3
N 1.40 1.46 1.52
C 0.42 0.77 0.72
O -0.79 1.38 0.44
C -1.45 0.65 -0.35
C -0.86 -0.53 -0.56
S -1.42 -1.56 -1.84
C 0.47 -0.38 0.00
O 1.40 -1.33 -0.12
H 2.05 0.55 1.92
H 1.97 2.31 0.91
H -2.43 1.05 -0.66
H -1.91 -2.58 -1.06
H 1.16 -1.79 -0.92
```

Computed properties:
Highest occupied orbital energy in eV: -8.19
E_LUMO in eV: 0.56
Structure (SMILES): Nc1occ(S)c1O
Spin multiplicity: 1
Energy relative to the best compared isomer or geometry (same formula, charge and spin) in kJ/mol: 322.2

---

Entry 8:
C7H7Br2Cl4 | ωB97M-V/def2-TZVPD

Structure (XYZ):
```
20
Properties=species:S:1:pos:R:3
C -1.86 -0.63 -1.60
C -0.64 0.05 -1.89
C -0.48 1.56 -1.41
Cl -1.02 2.71 -2.78
C -1.45 1.84 -0.16
Br -2.88 3.24 -0.32
C -1.32 1.14 1.07
C -0.20 0.04 1.31
Br -2.53 1.54 2.58
H -2.87 -0.18 -1.87
H -1.78 -1.65 -1.09
H 0.20 -0.51 -2.42
H 0.22 0.19 2.37
H 0.64 0.29 0.60
H -0.57 -1.02 1.15
C 3.36 -1.82 0.87
Cl 1.88 -1.81 -0.09
Cl 4.41 -0.47 0.41
Cl 2.98 -1.76 2.60
H 3.90 -2.75 0.67
```

Computed properties:
Highest occupied orbital energy in eV: -3.05
E_LUMO in eV: 2.52
Net charge: -1
Spin multiplicity: 1